Below is an isolated molecule of C4H10N2O at a distorted geometry, with properties calculated with ωB97M-V/def2-TZVPD.

Values from the calculation:
**Largest force on an atom**: 0.120 Eh/bohr
**LUMO**: 0.87 eV
**Energy relative to the best compared isomer or geometry (same formula, charge and spin)**: 58.85 kcal/mol

Geometry as XYZ:
```
17
Properties=species:S:1:pos:R:3:lowdin_charge:R:1
C -0.79 -2.24 0.33 -0.150
C 0.42 -1.45 0.00 -0.155
C 0.39 -0.21 0.93 -0.538
O 0.57 -0.20 2.08 0.127
N 0.21 0.93 0.17 0.037
C -0.55 1.26 -0.97 -0.369
N 0.09 1.86 -2.08 -0.001
H -1.04 -2.54 1.37 0.090
H -0.89 -3.34 -0.04 0.106
H -1.71 -1.83 0.11 0.029
H 0.36 -1.14 -1.10 0.126
H 1.20 -2.19 0.14 0.113
H 0.63 1.65 0.83 0.169
H -1.42 2.02 -0.66 0.143
H -1.21 0.38 -1.19 0.119
H 0.93 2.33 -1.71 0.077
H -0.37 2.53 -2.70 0.078
```

Below is a structure of composition C5H10NS at a distorted geometry, with properties calculated with ωB97M-V/def2-TZVPD.

Values from the calculation:
**Charge**: +1
**Largest force on an atom**: 0.104 Eh/bohr
**LUMO**: -4.36 eV
**Energy relative to the best compared isomer or geometry (same formula, charge and spin)**: 95.15 kcal/mol

Geometry as XYZ:
```
17
Properties=species:S:1:pos:R:3:lowdin_charge:R:1
C -2.18 0.64 -0.96 0.074
C -0.96 0.58 -1.54 -0.190
C 0.83 -1.46 0.62 -0.076
C 1.25 -0.40 1.55 -0.118
C 0.19 1.03 -0.77 -0.392
N 0.11 -0.21 0.71 -0.029
S 1.88 0.80 -1.49 0.856
H -2.97 0.06 -1.48 0.101
H -2.50 1.22 -0.19 0.046
H -0.92 0.25 -2.56 0.108
H 1.53 -1.57 -0.25 0.111
H 0.26 -2.27 1.15 0.154
H 1.13 -0.32 2.62 0.127
H 2.18 0.20 1.41 0.128
H 0.08 1.94 -0.36 0.059
H -0.87 -0.18 0.91 0.131
H 1.46 -0.21 -2.30 -0.091
```

Number 1: E_HOMO -0.3326 Eh. Number 2: E_HOMO -0.5285 Eh.